{
  "formula": "C4H9N3O",
  "method": "ωB97M-V/def2-TZVPD",
  "symbols": ["C", "N", "C", "N", "O", "C", "N", "C", "H", "H", "H", "H", "H", "H", "H", "H", "H"],
  "positions_angstrom": [[-2.815, -1.180, 0.046], [-1.380, -0.916, -0.064], [-1.194, 0.343, 0.049], [0.003, 0.991, -0.193], [0.019, 2.333, 0.163], [1.224, 0.352, 0.033], [1.378, -0.881, -0.172], [2.782, -1.234, 0.081], [-3.366, -0.273, 0.046], [-3.118, -1.846, -0.738], [-3.059, -1.711, 0.974], [-1.990, 1.105, 0.108], [-0.052, 2.830, -0.666], [1.977, 1.108, 0.237], [3.425, -0.300, 0.272], [3.281, -1.725, -0.747], [2.766, -1.902, 0.950]],
  "forces_ev_per_angstrom": [[0.7080, -1.2388, 0.8538], [-0.6346, 1.6594, 0.5466], [-0.5287, -0.3441, -1.2202], [0.4336, -0.7692, 0.3705], [-0.1597, 0.4405, 0.1054], [-0.7324, 0.3685, -1.0837], [1.5022, 0.5471, 0.2001], [0.4843, 0.8838, 0.6332], [-0.9168, 0.7861, -0.2002], [-0.2256, -0.1643, -0.6177], [0.2333, 0.0406, -0.0092], [0.0550, -0.3609, 0.3199], [0.0518, -0.2363, 0.1346], [0.4017, -0.1293, 0.2800], [-0.7439, -1.2654, 0.1265], [-0.3829, -0.3462, -0.2739], [0.4548, 0.1286, -0.1656]],
  "smiles": "C/N=C/N(O)/C=N/C",
  "e_homo_ev": -8.826
}

{
  "formula": "C55H42N2O3P2STl",
  "method": "ωB97M-V/def2-TZVPD",
  "symbols": ["Tl", "O", "S", "C", "C", "C", "C", "C", "C", "C", "C", "C", "C", "P", "C", "C", "C", "C", "C", "C", "C", "C", "C", "C", "C", "C", "C", "C", "C", "C", "C", "C", "C", "C", "C", "C", "C", "C", "P", "C", "C", "C", "C", "C", "C", "C", "C", "C", "C", "C", "C", "C", "C", "H", "H", "H", "H", "H", "H", "H", "H", "H", "H", "H", "H", "H", "H", "H", "H", "H", "H", "H", "H", "H", "H", "H", "H", "H", "H", "H", "H", "H", "H", "H", "H", "H", "H", "H", "H", "N", "C", "O", "C", "C", "C", "N", "C", "C", "H", "H", "H", "H", "H", "H", "O", "C"],
  "positions_angstrom": [[-0.657, -1.793, -2.099], [-0.073, 0.686, -2.043], [0.189, 1.015, -0.578], [1.414, 2.314, -0.665], [1.144, 3.587, -0.228], [2.040, 4.661, -0.406], [3.206, 4.423, -1.066], [4.307, 5.357, -1.506], [5.385, 4.436, -2.131], [4.774, 3.056, -2.101], [5.245, 1.853, -2.539], [4.460, 0.709, -2.310], [3.225, 0.723, -1.690], [2.426, -0.917, -1.404], [3.596, -1.706, -0.236], [4.569, -0.999, 0.466], [5.377, -1.647, 1.393], [5.228, -3.005, 1.625], [4.251, -3.718, 0.941], [3.431, -3.067, 0.034], [2.810, -1.738, -3.006], [2.056, -1.298, -4.099], [2.261, -1.835, -5.361], [3.213, -2.830, -5.543], [3.961, -3.274, -4.463], [3.764, -2.731, -3.198], [2.683, 1.985, -1.267], [3.515, 3.105, -1.471], [-1.280, 1.853, -0.040], [-1.852, 2.785, -0.872], [-2.940, 3.586, -0.468], [-3.369, 3.471, 0.830], [-4.412, 4.237, 1.610], [-4.350, 3.647, 3.048], [-3.301, 2.564, 2.974], [-2.783, 1.719, 3.917], [-1.875, 0.723, 3.491], [-1.429, 0.574, 2.191], [-0.680, -1.047, 1.652], [-1.915, -2.302, 2.232], [-2.596, -3.002, 1.239], [-3.549, -3.965, 1.548], [-3.834, -4.248, 2.872], [-3.142, -3.584, 3.878], [-2.189, -2.629, 3.563], [0.670, -1.232, 2.886], [1.021, -2.486, 3.386], [2.022, -2.612, 4.339], [2.703, -1.490, 4.789], [2.396, -0.244, 4.261], [1.391, -0.116, 3.314], [-1.796, 1.591, 1.257], [-2.783, 2.501, 1.668], [0.200, 3.786, 0.259], [1.774, 5.647, -0.045], [4.695, 5.947, -0.675], [3.917, 6.065, -2.239], [6.309, 4.454, -1.552], [5.639, 4.737, -3.147], [6.202, 1.759, -3.038], [4.866, -0.245, -2.625], [4.703, 0.059, 0.287], [6.128, -1.086, 1.934], [5.868, -3.509, 2.338], [4.123, -4.778, 1.123], [2.658, -3.619, -0.486], [1.336, -0.495, -3.962], [1.685, -1.474, -6.204], [3.373, -3.256, -6.526], [4.711, -4.042, -4.606], [4.361, -3.081, -2.367], [-1.432, 2.908, -1.864], [-3.376, 4.297, -1.159], [-5.399, 4.107, 1.163], [-4.200, 5.306, 1.598], [-5.312, 3.242, 3.363], [-4.073, 4.406, 3.782], [-3.086, 1.760, 4.956], [-1.523, 0.026, 4.237], [-2.382, -2.792, 0.196], [-4.061, -4.493, 0.753], [-4.580, -4.991, 3.123], [-3.345, -3.815, 4.916], [-1.638, -2.165, 4.368], [0.494, -3.372, 3.050], [2.265, -3.590, 4.734], [3.470, -1.586, 5.547], [2.933, 0.635, 4.597], [1.152, 0.864, 2.918], [-8.155, -0.185, -3.081], [-7.487, -0.380, -1.919], [-8.046, -0.554, -0.857], [-5.979, -0.379, -1.994], [-5.244, -0.549, -3.159], [-3.863, -0.602, -3.075], [-3.192, -0.492, -1.928], [-3.904, -0.289, -0.818], [-5.286, -0.234, -0.802], [-9.161, -0.179, -3.049], [-7.702, 0.024, -3.949], [-5.713, -0.669, -4.127], [-3.266, -0.738, -3.971], [-3.343, -0.167, 0.100], [-5.834, -0.098, 0.121], [-0.171, -5.442, -0.453], [-0.039, -4.329, -0.402]],
  "forces_ev_per_angstrom": [[0.0288, 0.3590, 0.0013], [-0.0939, -0.2048, 0.0262], [0.0986, 0.2161, -0.2258], [-0.0016, -0.1014, -0.0822], [-0.0125, -0.0059, 0.0472], [0.0460, 0.0942, 0.0501], [0.0006, -0.0274, -0.0401], [-0.0298, -0.0221, 0.0182], [-0.0343, -0.0115, 0.0044], [-0.0186, -0.0017, 0.0533], [0.0808, 0.0099, -0.0544], [-0.0079, 0.0242, 0.0187], [-0.2856, 0.1095, 0.0137], [0.3799, -0.1507, 0.0483], [-0.0752, 0.0584, 0.0733], [-0.0059, -0.0487, -0.0138], [-0.0202, 0.0284, 0.0094], [0.0048, -0.0179, 0.0062], [-0.0347, 0.0247, 0.0164], [-0.0050, 0.0556, 0.0083], [-0.0824, 0.0988, 0.0289], [0.0576, 0.0008, -0.0174], [-0.0369, 0.0123, 0.0138], [0.0094, -0.0123, -0.0032], [-0.0002, -0.0162, 0.0005], [-0.0412, -0.0015, -0.0282], [0.0449, 0.0054, -0.0128], [-0.0419, -0.0193, 0.0276], [0.1847, -0.0681, -0.0886], [-0.0884, 0.0168, -0.1149], [-0.0003, -0.0384, 0.0942], [0.0701, 0.0030, -0.1121], [0.0065, -0.0513, 0.0136], [0.0645, 0.0432, -0.0249], [0.0451, -0.0789, 0.1387], [-0.0405, 0.0398, -0.0956], [-0.0469, 0.0266, -0.0436], [-0.0008, -0.2630, 0.1656], [-0.1155, -0.1550, 0.1168], [0.1187, 0.1174, 0.0529], [-0.0460, 0.0843, -0.0483], [-0.0057, 0.0121, -0.0346], [0.0376, 0.0101, 0.0077], [-0.0351, -0.0078, 0.0216], [0.0026, -0.0082, -0.0432], [-0.0603, 0.0642, -0.0855], [-0.0249, -0.0122, -0.0243], [0.0317, 0.0117, -0.0581], [0.0068, -0.0089, -0.0249], [0.0210, 0.0092, -0.0296], [-0.0204, -0.0166, -0.0349], [0.0908, 0.0913, 0.0271], [-0.1144, 0.0858, -0.0093], [-0.0087, 0.0066, -0.0326], [-0.0130, -0.0213, -0.0186], [0.0032, -0.0137, 0.0144], [0.0069, 0.0165, 0.0030], [0.0129, -0.0059, -0.0101], [0.0127, -0.0101, -0.0030], [-0.0222, -0.0084, 0.0278], [-0.0298, -0.0121, -0.0189], [0.0196, -0.0020, 0.0280], [-0.0114, -0.0039, -0.0199], [-0.0162, 0.0107, -0.0067], [-0.0035, 0.0173, -0.0089], [-0.0252, -0.0730, -0.0133], [0.0206, 0.0159, -0.0170], [0.0046, -0.0070, 0.0251], [0.0037, 0.0137, 0.0145], [-0.0198, 0.0087, 0.0156], [0.0235, 0.0064, -0.0074], [-0.0011, 0.0138, 0.0320], [0.0243, -0.0055, 0.0259], [0.0054, -0.0030, 0.0046], [0.0006, -0.0047, 0.0033], [0.0012, -0.0121, -0.0039], [-0.0107, -0.0039, -0.0129], [0.0022, -0.0218, -0.0410], [-0.0368, -0.1618, 0.0415], [-0.0085, 0.0542, -0.0131], [-0.0065, 0.0244, 0.0147], [0.0182, 0.0008, 0.0009], [0.0166, 0.0003, -0.0160], [0.0371, 0.1050, 0.0324], [-0.0169, 0.0067, 0.0109], [-0.0048, 0.0099, -0.0079], [0.0019, -0.0024, -0.0231], [-0.0101, -0.0147, -0.0180], [-0.0272, 0.0219, 0.0436], [-0.0097, -0.0351, -0.0006], [-0.0117, 0.0342, -0.0393], [-0.0003, 0.0224, -0.0029], [0.0118, 0.0083, -0.0010], [-0.0340, 0.0168, -0.0496], [0.0946, 0.0185, 0.0288], [-0.1071, -0.0302, -0.0114], [0.0282, -0.0043, -0.0087], [-0.0247, -0.0032, 0.0618], [-0.0081, -0.0012, 0.0136], [0.0245, 0.0305, 0.0150], [0.0032, -0.0268, 0.0166], [-0.0236, -0.0522, 0.0116], [0.0141, -0.0728, 0.0326], [0.0164, -0.0175, -0.0140], [-0.0159, -0.1155, 0.0249], [0.0947, -0.0805, 0.1227]],
  "charge": 1,
  "e_homo_ev": -10.129
}

{
  "formula": "C4H4N4",
  "method": "ωB97M-V/def2-TZVPD",
  "symbols": ["H", "N", "C", "C", "N", "C", "C", "N", "N", "H", "H", "H"],
  "positions_angstrom": [[1.921, -0.490, -2.006], [2.006, -0.680, -0.980], [0.947, -0.329, -0.379], [0.716, -0.533, 1.117], [-0.582, 0.000, 1.427], [-1.031, 0.404, 0.301], [-2.311, 1.033, 0.087], [-3.342, 1.520, -0.055], [-0.194, 0.296, -0.798], [1.523, 0.034, 1.621], [0.900, -1.571, 1.424], [-0.553, 0.316, -1.759]],
  "forces_ev_per_angstrom": [[0.2839, -0.0948, 1.0217], [-0.6103, 0.1952, -1.3239], [1.2109, -1.0057, 0.7077], [1.8320, 0.2415, -0.0442], [-0.7941, 0.0974, -0.5264], [-0.1284, 0.1906, 0.3567], [-0.5680, 0.1044, 0.4321], [0.3909, -0.1508, -0.0972], [-1.0970, 0.2291, -1.2122], [-0.4763, -0.0863, 0.0672], [-0.4739, 0.1983, -0.1100], [0.4303, 0.0811, 0.7285]],
  "smiles": "[H]/N=C1/CN=C(C#N)N1",
  "e_homo_ev": -9.797
}

{
  "formula": "C4H6BrNS",
  "method": "ωB97M-V/def2-TZVPD",
  "symbols": ["C", "C", "Br", "N", "C", "C", "S", "H", "H", "H", "H", "H", "H"],
  "positions_angstrom": [[-0.170, -1.449, 1.357], [-0.454, -0.399, 0.362], [-2.337, -1.441, -0.770], [0.350, -0.558, -0.680], [0.819, 0.464, -1.277], [0.458, 1.818, -0.621], [-0.604, 1.324, 0.861], [-1.002, -1.492, 2.115], [0.695, -1.104, 1.851], [0.037, -2.282, 0.857], [1.179, 0.331, -2.257], [1.249, 2.522, -0.400], [-0.219, 2.265, -1.398]],
  "forces_ev_per_angstrom": [[-3.0251, 3.2609, 3.2197], [-1.5363, 0.0470, 0.7957], [0.7556, 0.9655, 0.8692], [2.0592, -0.0526, -3.5298], [-1.5680, 0.6007, 2.6782], [-1.8528, -0.9518, -1.1872], [0.8104, -0.2446, -1.2933], [0.9200, -0.4336, -0.7745], [1.2485, 0.3146, 0.8647], [0.4230, -3.6906, -1.7260], [1.0944, 0.2094, -0.9292], [0.1928, -0.1165, 0.2457], [0.4783, 0.0914, 0.7668]],
  "smiles": "C[C@]1(Br)N=CCS1",
  "e_homo_ev": [-9.058, -9.059]
}

{
  "formula": "C4H10BN",
  "method": "ωB97M-V/def2-TZVPD",
  "symbols": ["B", "C", "C", "C", "C", "N", "H", "H", "H", "H", "H", "H", "H", "H", "H", "H"],
  "positions_angstrom": [[0.016, 0.777, -1.616], [-1.166, -0.351, -1.279], [-0.909, -0.617, 0.190], [0.547, -0.450, 0.395], [0.731, 0.264, 1.742], [0.949, 0.347, -0.735], [-0.057, 1.558, -2.433], [-2.216, -0.120, -1.251], [-1.171, -1.249, -1.978], [-1.290, 0.164, 0.806], [-1.273, -1.659, 0.475], [1.149, -1.436, 0.395], [0.534, -0.415, 2.545], [-0.014, 1.052, 1.774], [1.747, 0.717, 1.728], [2.425, 1.417, -0.758]],
  "forces_ev_per_angstrom": [[-2.3778, -2.3281, 0.1884], [-0.6112, 0.0028, -0.8704], [-0.2697, -2.9978, -0.7543], [2.8156, -1.4672, 1.4801], [1.3139, 0.5650, -1.4061], [4.1942, 3.4203, -0.0169], [0.4609, 1.1222, -0.9776], [-0.5969, 0.9353, -0.8249], [0.6197, 0.8323, 0.9740], [-1.3505, 0.2490, 0.1614], [0.3579, 1.4525, 0.1402], [-0.8757, 1.3454, -0.0013], [0.2205, -0.3784, 0.6287], [0.1345, 0.3727, 0.1771], [-0.5989, -0.3851, 0.6382], [-3.4366, -2.7409, 0.4634]],
  "e_homo_ev": [-9.793, -9.793]
}

{
  "formula": "C18H15F4N5O",
  "method": "ωB97M-V/def2-TZVPD",
  "symbols": ["C", "C", "N", "C", "C", "C", "C", "C", "O", "N", "C", "C", "C", "N", "C", "C", "C", "F", "C", "F", "C", "C", "F", "C", "F", "N", "C", "N", "H", "H", "H", "H", "H", "H", "H", "H", "H", "H", "H", "H", "H", "H", "H"],
  "positions_angstrom": [[-7.202, -1.872, -1.221], [-6.722, -1.403, 0.151], [-5.372, -0.910, 0.090], [-4.958, 0.299, -0.318], [-3.569, 0.298, -0.267], [-2.694, 1.384, -0.604], [-1.357, 1.349, -0.550], [-0.562, 2.515, -0.952], [-0.983, 3.408, -1.665], [0.744, 2.549, -0.527], [1.390, 1.808, 0.438], [0.869, 1.096, 1.542], [1.978, 0.601, 2.184], [3.058, 1.022, 1.499], [4.445, 0.743, 1.754], [5.006, -0.127, 0.655], [4.522, -1.417, 0.461], [3.606, -1.900, 1.313], [4.979, -2.209, -0.585], [4.501, -3.446, -0.747], [5.934, -1.728, -1.464], [6.427, -0.450, -1.278], [7.357, 0.021, -2.114], [5.967, 0.345, -0.232], [6.469, 1.573, -0.066], [2.716, 1.753, 0.434], [-3.258, -1.002, 0.196], [-4.350, -1.705, 0.401], [-6.552, -2.661, -1.592], [-8.215, -2.258, -1.148], [-7.191, -1.049, -1.932], [-7.372, -0.608, 0.529], [-6.725, -2.237, 0.855], [-5.643, 1.070, -0.608], [-3.169, 2.306, -0.917], [-0.824, 0.457, -0.261], [1.320, 3.255, -0.970], [-0.153, 0.994, 1.839], [2.066, -0.004, 3.063], [4.521, 0.232, 2.718], [5.001, 1.684, 1.789], [6.288, -2.340, -2.277], [-2.297, -1.434, 0.387]],
  "forces_ev_per_angstrom": [[0.0698, 0.0549, 0.2199], [-0.5180, -0.3162, -0.2337], [0.2816, 0.4869, 0.0477], [0.4974, 0.0593, 0.0219], [-0.5188, -0.3977, 0.0857], [0.5234, 0.2978, -0.0319], [-0.5280, -0.1501, -0.0466], [0.0847, 0.2432, -0.1619], [-0.0874, 0.0263, 0.0015], [0.3403, 0.4519, -0.3742], [0.4445, -0.5746, 0.7066], [0.0649, 0.0201, 0.0039], [-0.0222, 0.1226, -0.1442], [-0.6209, 0.0171, 0.4136], [0.3660, -0.0677, -0.1631], [0.1207, -0.1616, -0.2090], [0.3139, 0.0545, -0.2296], [0.0065, -0.0643, -0.0449], [0.0247, 0.2855, 0.1283], [-0.0673, -0.0052, 0.0749], [-0.0999, 0.2093, 0.2353], [-0.1998, -0.0630, 0.2040], [0.0130, 0.1044, 0.0311], [-0.0773, -0.3475, 0.0086], [0.0358, 0.0182, -0.1048], [0.0053, 0.3610, -0.6549], [-0.2227, 0.3455, -0.1495], [0.0829, -0.7698, 0.2510], [0.0394, -0.0653, -0.0444], [-0.1191, -0.0438, -0.0305], [-0.0228, 0.0480, -0.0787], [0.1162, -0.0920, 0.0470], [0.0153, 0.1967, -0.0026], [-0.1720, 0.1630, -0.0620], [0.0709, 0.1299, -0.0612], [-0.0066, -0.1266, 0.0832], [-0.2061, -0.0265, 0.0177], [-0.1861, -0.0441, 0.0947], [0.0476, -0.1361, 0.1802], [-0.0450, 0.1266, -0.1039], [-0.1029, -0.1838, 0.0926], [0.0425, -0.0582, -0.0722], [0.2154, -0.1286, 0.0540]],
  "smiles": "CCn1cc(/C=C/C(=O)Nc2ccn(Cc3c(F)c(F)cc(F)c3F)n2)cn1",
  "e_homo_ev": -8.456
}